Density functional theory data (the ωB97M-V functional and the def2-TZVPD basis) for a structure of composition C2H2FNaO2Tl at a distorted geometry.

Each line ends with the Löwdin charge.
Atoms and positions in Å:
F1 -1.666 0.286 0.942  -0.10
C1 -0.578 0.025 0.098  -0.34
C2 -0.627 0.979 -0.919  -0.13
H1 -0.126 0.851 -1.883  0.01
H2 -1.514 1.613 -1.032  0.04
O1 0.274 -0.848 1.704  -0.40
O2 1.577 -1.303 1.531  -0.58
Tl1 0.813 -2.758 -0.424  0.85
Na1 1.845 1.154 -0.017  0.65

Lowest unoccupied orbital energy (spin up / spin down): -0.83 / -1.03 eV
Expectation value of S²: 0.766
Spin multiplicity: 2
Net charge: 0
Calculated total energy: -18021.7168 eV

***

Density functional theory data (the ωB97M-V functional and the def2-TZVPD basis) for a structure of composition C21H36CdP2S at a distorted geometry.

Each line ends with the Löwdin charge.
Atoms and positions in Å:
P1 -0.120 -1.043 -4.611  0.92
P2 1.068 1.695 -3.394  0.76
C1 1.070 0.045 -5.706  -0.36
C2 1.925 1.053 -4.905  -0.45
H1 0.518 0.546 -6.526  0.08
H2 1.703 -0.698 -6.256  0.08
H3 2.905 0.640 -4.617  0.07
H4 2.125 1.960 -5.496  0.07
C3 -0.028 2.773 -4.508  -0.25
H5 -0.628 3.429 -3.868  0.06
H6 -0.660 2.293 -5.263  0.03
H7 0.651 3.425 -5.070  0.04
C4 2.053 3.178 -2.978  -0.37
H8 1.746 4.030 -3.583  0.04
H9 3.126 3.037 -3.146  0.05
H10 1.840 3.467 -1.929  -0.04
C5 -0.596 -2.124 -6.113  -0.20
H11 -0.974 -3.126 -5.866  0.05
H12 0.273 -2.273 -6.777  0.04
H13 -1.397 -1.673 -6.722  0.03
C6 1.370 -1.995 -3.906  -0.24
H14 2.163 -1.323 -3.541  -0.02
H15 1.802 -2.610 -4.710  0.04
H16 1.121 -2.657 -3.066  0.03
Cd1 2.367 0.746 -1.567  1.09
C7 -2.178 0.878 -4.040  -0.24
C8 -1.974 0.012 -5.123  -0.34
C9 -3.286 -0.758 -5.415  -0.16
C10 -3.726 -1.815 -4.352  -0.20
C11 -2.685 -2.612 -3.761  -0.14
C12 -1.557 -2.046 -3.227  -0.33
C13 -1.758 -0.897 -2.197  -0.17
C14 -2.357 0.481 -2.672  -0.21
C15 3.237 -0.983 -0.615  -0.33
H17 -2.366 1.927 -4.255  0.10
H18 -1.520 0.439 -6.049  0.09
H19 -3.232 -1.246 -6.403  0.10
H20 -4.125 -0.036 -5.466  0.12
H21 -4.292 -1.325 -3.558  0.11
H22 -4.444 -2.468 -4.863  0.11
H23 -2.868 -3.667 -3.589  0.11
H24 -0.843 -2.787 -2.822  0.09
H25 -0.811 -0.708 -1.635  0.09
H26 -2.481 -1.237 -1.407  0.12
H27 -3.447 0.417 -2.526  0.11
H28 -1.982 1.315 -2.041  0.12
H29 4.346 -1.109 -0.729  -0.04
H30 2.783 -1.958 -0.867  -0.06
H31 3.035 -0.848 0.460  -0.06
S1 2.242 2.464 0.461  0.43
C16 1.506 1.774 1.821  -0.80
C17 2.310 1.295 2.892  -0.14
C18 1.729 0.533 3.896  -0.11
C19 0.335 0.367 3.962  -0.11
C20 -0.475 1.028 3.015  -0.11
C21 0.098 1.777 1.991  -0.14
H32 3.386 1.495 2.861  0.09
H33 2.370 0.028 4.625  0.10
H34 -0.116 -0.271 4.729  0.09
H35 -1.554 0.913 3.058  0.09
H36 -0.510 2.340 1.280  0.09

Lowest unoccupied orbital energy (spin up / spin down): -0.61 / -0.59 eV
Net charge: 0
Calculated total energy: -56329.7981 eV

***

Density functional theory data (the ωB97M-V functional and the def2-TZVPD basis) for a structure of composition C6H20AlFO5PS.

Each line ends with the Löwdin charge.
Atoms and positions in Å:
O1 -2.448 -1.153 -3.419  -0.62
P1 -1.887 -0.091 -2.500  0.46
Al1 -1.145 -0.904 -0.373  0.26
S1 0.571 0.732 0.096  0.48
O2 1.910 0.182 0.069  -0.41
O3 0.334 1.964 -0.631  -0.40
F1 0.423 1.204 1.663  -0.31
H1 -2.795 0.995 -2.331  -0.06
H2 -0.847 0.656 -3.100  -0.07
H3 -0.440 -2.315 -0.554  -0.12
H4 -2.276 -0.827 0.737  -0.13
C1 -1.691 -0.648 5.412  -0.06
C2 -1.677 0.580 4.516  -0.51
C3 -2.017 1.851 5.280  -0.07
O4 -2.537 0.407 3.400  -0.07
H5 -2.688 -0.792 5.841  0.08
H6 -1.434 -1.537 4.836  0.08
H7 -0.981 -0.545 6.236  0.07
H8 -0.688 0.687 4.066  0.13
H9 -3.023 1.778 5.706  0.08
H10 -1.986 2.710 4.612  0.08
H11 -1.315 2.018 6.100  0.07
H12 -3.442 0.302 3.710  0.08
C4 3.375 -1.618 -3.645  -0.06
C5 2.170 -0.792 -4.072  -0.50
C6 2.539 0.275 -5.092  -0.06
O5 1.521 -0.223 -2.949  -0.10
H13 4.123 -0.973 -3.174  0.08
H14 3.073 -2.374 -2.921  0.08
H15 3.840 -2.110 -4.501  0.07
H16 1.416 -1.455 -4.504  0.14
H17 3.264 0.971 -4.661  0.08
H18 1.653 0.839 -5.383  0.08
H19 2.983 -0.169 -5.985  0.07
H20 2.121 0.372 -2.484  0.08

Lowest unoccupied orbital energy: 2.90 eV
Net charge: -1
Calculated total energy: -46224.8587 eV